Entry 1:
ORCA calculation (ωB97M-V/def2-TZVPD) on C4H9N in the gas phase.

```
! RIJCOSX wB97M-V def2-TZVPD def2/J DEFGRID3
* xyz 0 1
C 2.08 0.22 0.01
N 0.86 -0.63 -0.16
C -0.37 -0.11 0.54
C -1.72 -0.52 -0.08
C -1.18 0.92 -0.24
H 2.49 0.06 1.12
H 2.87 -0.23 -0.62
H 2.07 1.40 -0.23
H 0.78 -0.74 -1.14
H -0.17 0.08 1.66
H -2.56 -0.57 0.69
H -1.70 -1.40 -0.83
H -0.82 1.13 -1.22
H -1.77 1.56 0.31
*
```

Calculated values
Kohn-Sham gap = 9.836 eV
lowest unoccupied orbital energy = 1.2 eV
HOMO level = -8.596 eV
E = -212.474947 a.u.
SMILES = CNC1CC1

Entry 2:
ORCA calculation (ωB97M-V/def2-TZVPD) on a molecular structure, C24H46Cl3N2O4PbSi.

```
! RIJCOSX wB97M-V def2-TZVPD def2/J DEFGRID3
* xyz -1 1
C 2.73 -2.38 -3.21
C 2.09 -1.65 -4.35
H 2.67 -3.46 -3.36
H 2.26 -2.13 -2.25
H 3.79 -2.13 -3.13
C 1.95 -2.16 -5.58
C 2.42 -3.52 -5.95
H 1.50 -1.58 -6.39
H 2.17 -4.27 -5.18
H 3.50 -3.58 -6.16
H 1.89 -3.79 -6.88
Pb 0.55 -0.59 2.96
Cl 2.12 1.10 4.10
Cl 2.24 -1.63 1.14
C -0.03 2.60 1.89
O -0.79 1.69 2.27
N -0.47 3.66 1.18
C -1.87 3.72 0.81
C 0.46 4.63 0.63
H 1.05 2.60 2.10
H -2.49 3.27 1.59
H -2.06 3.21 -0.14
H -2.14 4.77 0.68
H 1.40 4.55 1.19
H 0.04 5.63 0.74
H 0.65 4.44 -0.44
H 0.55 -4.90 2.66
H -0.19 -3.23 1.00
C -0.45 -5.00 3.09
C -1.21 -3.54 1.27
N -1.26 -3.86 2.68
H -0.37 -5.01 4.18
C -1.88 -3.04 3.55
O -2.46 -1.99 3.25
H -1.92 -2.74 1.06
H -1.84 -3.38 4.61
H -0.89 -5.94 2.73
H -1.46 -4.43 0.69
O 0.46 -0.49 -3.14
C 1.56 -0.28 -4.01
C 0.07 0.47 -5.96
C 1.26 0.59 -5.22
H -0.69 -0.24 -5.63
C -0.09 1.24 -7.13
H 2.37 0.20 -3.44
C 2.26 1.48 -5.63
H -1.01 1.13 -7.70
C 0.92 2.11 -7.54
C 2.10 2.22 -6.81
H 3.16 1.53 -5.01
H 0.79 2.71 -8.45
H 2.91 2.87 -7.14
Si -0.53 0.39 -2.13
Cl 0.79 -2.64 4.81
C -2.26 -0.02 -2.70
C -0.21 2.21 -2.41
C -0.21 -0.23 -0.42
H -2.37 0.24 -3.76
H -2.99 0.56 -2.12
H -2.47 -1.09 -2.59
H -0.25 -1.32 -0.38
H -0.92 0.19 0.31
H 0.81 0.06 -0.12
H -0.15 2.39 -3.50
H 0.75 2.53 -1.97
H -1.03 2.82 -2.00
C -2.28 2.37 6.47
C -0.94 1.79 6.04
O -1.03 0.40 5.69
C -1.20 -0.50 6.78
C -0.18 -0.38 7.90
H -3.06 2.14 5.74
H -2.21 3.46 6.57
H -2.57 1.96 7.45
H -0.54 2.29 5.15
H -0.20 1.89 6.85
H -2.21 -0.35 7.20
H -1.12 -1.48 6.31
H -0.28 0.55 8.47
H -0.36 -1.21 8.59
H 0.85 -0.48 7.53
*
```

Calculated values
Kohn-Sham gap = 7.309 eV
lowest unoccupied orbital energy = 2.3 eV
HOMO level = -5.045 eV
E = -3215.737931 a.u.

Entry 3:
ORCA calculation (ωB97M-V/def2-TZVPD) on a molecular structure, C22H24AsClGaI2OP.

```
! RIJCOSX wB97M-V def2-TZVPD def2/J DEFGRID3
* xyz 2 1
I -0.55 -0.88 -2.66
I -0.63 -2.65 -0.64
Ga -4.20 0.79 0.33
P -4.74 -0.89 -1.06
C -3.99 -2.24 -2.00
C -6.02 -1.75 -0.10
H -5.73 1.06 -2.06
H -6.69 -0.43 -2.45
H -5.13 -0.10 -3.28
C -5.68 0.00 -2.34
H -6.18 -1.20 0.84
H -6.96 -1.82 -0.66
H -4.81 -2.76 -2.51
H -3.47 -2.95 -1.34
H -5.66 -2.76 0.15
H -3.27 -1.88 -2.75
C -0.18 -4.12 -3.12
O 0.06 -4.54 -4.14
Cl -2.73 1.57 1.74
C 3.34 -1.66 4.15
C 1.96 -1.45 4.22
C 1.28 -0.88 3.15
C 1.99 -0.51 1.99
C 3.38 -0.68 1.93
C 4.04 -1.28 3.00
As 0.90 0.21 0.52
C 0.96 2.12 0.99
C 0.28 2.99 0.13
C 0.21 4.35 0.45
C 0.78 4.83 1.63
C 1.43 3.95 2.49
C 1.54 2.58 2.18
C 2.38 0.14 -0.77
C 2.79 1.28 -1.47
C 3.57 1.11 -2.62
C 3.88 -0.17 -3.09
C 3.49 -1.29 -2.36
C 2.77 -1.15 -1.18
H 3.87 -2.13 4.98
H 1.41 -1.72 5.12
H 0.20 -0.71 3.19
H 3.94 -0.33 1.06
H 5.11 -1.43 2.94
H -0.18 2.61 -0.78
H -0.31 5.04 -0.21
H 0.71 5.89 1.89
H 1.88 4.32 3.41
H 2.07 1.89 2.83
H 2.46 2.26 -1.14
H 3.89 1.99 -3.18
H 4.40 -0.28 -4.04
H 3.72 -2.29 -2.72
H 2.43 -2.02 -0.63
*
```

Calculated values
Kohn-Sham gap (spin up / spin down) = 6.257 / 5.135 eV
lowest unoccupied orbital energy (spin up / spin down) = -7.9 / -9.0 eV
HOMO level (spin up / spin down) = -14.175 / -14.174 eV
E = -6484.823849 a.u.

Computed energy above the lowest of the compared OMol25 structures with the same formula, charge and spin, in the same sequence as the records: 2.0742 0.0000 2.0600 eV.